ORCA calculation (ωB97M-V/def2-TZVPD) on a molecular structure, C46H50NO3P2STeV.

- spin multiplicity = 3
- <S²> = 2.0750
- calculated total energy (eV) = -118542.9549
- orbital gap (spin up / spin down) (eV) = 6.44 / 7.13

Geometry as XYZ:
```
105
Properties=species:S:1:pos:R:3:forces:R:3
V -0.855 -0.208 -0.275 -0.1 -0.8 0.0
O -4.014 1.470 -1.428 0.1 0.1 -0.1
S -2.945 1.512 -0.471 -0.5 -0.1 0.0
O -2.890 0.321 0.411 0.2 0.6 -0.2
O -1.570 1.624 -1.054 0.1 -0.1 0.0
C -3.169 2.992 0.474 0.1 0.0 0.1
C -4.362 3.679 0.303 0.0 0.0 0.0
C -4.560 4.878 0.971 -0.1 0.0 -0.1
C -3.567 5.384 1.792 0.1 0.0 0.0
C -2.382 4.684 1.962 0.0 0.0 0.0
C -2.162 3.476 1.311 -0.1 -0.1 0.0
P -0.626 2.515 1.627 0.3 -0.3 0.1
C -0.492 2.750 3.438 0.0 0.0 0.0
C 0.192 3.806 4.042 0.0 0.0 0.0
C 0.212 3.927 5.422 0.0 0.0 0.0
C -0.454 3.001 6.213 0.0 0.0 0.0
C -1.138 1.951 5.621 0.0 0.0 0.0
C -1.154 1.821 4.240 0.1 0.0 -0.1
C 0.669 3.622 0.975 0.0 0.1 0.0
C 1.972 3.464 1.450 0.0 0.0 0.0
C 3.011 4.209 0.919 0.1 0.0 0.0
C 2.769 5.104 -0.116 0.0 0.0 0.0
C 1.482 5.254 -0.608 0.0 0.0 0.0
C 0.435 4.522 -0.062 0.0 -0.1 0.0
H -5.116 3.276 -0.357 0.0 0.0 0.0
H -5.489 5.418 0.843 0.0 0.0 0.0
H -3.715 6.323 2.308 0.0 0.0 0.0
H -1.616 5.074 2.620 0.0 0.0 0.0
H 0.719 4.531 3.432 0.0 0.0 0.1
H 0.750 4.747 5.882 0.0 0.0 0.0
H -0.434 3.097 7.292 0.0 0.0 0.0
H -1.649 1.219 6.234 0.0 0.0 0.0
H -1.661 0.982 3.780 0.0 0.0 0.0
H 2.173 2.760 2.251 0.0 0.0 0.0
H 4.015 4.085 1.306 0.0 0.0 0.0
H 3.582 5.680 -0.536 0.0 0.0 0.0
H 1.287 5.946 -1.416 0.0 0.0 0.0
H -0.567 4.650 -0.452 0.0 0.0 0.0
C -0.810 0.557 -4.069 0.0 0.0 0.0
C -2.188 0.011 -3.687 0.0 0.0 0.0
C -2.957 -0.457 -4.919 0.0 0.0 0.0
P -1.978 -1.210 -2.307 0.0 -0.2 0.1
C -3.536 -2.173 -2.081 0.0 0.0 -0.1
C -3.528 -2.823 -0.697 0.0 0.0 0.0
C -3.818 -3.245 -3.134 0.0 0.0 0.0
C -0.649 -2.266 -2.897 -0.1 0.0 -0.1
C -0.670 -3.007 -4.079 -0.1 0.0 0.0
C 0.478 -3.562 -4.619 -0.1 0.0 -0.1
C 0.440 -4.371 -5.887 0.0 0.0 0.0
C 1.677 -3.315 -3.954 0.1 0.0 0.1
C 1.724 -2.587 -2.782 -0.1 0.0 0.0
C 0.550 -2.067 -2.210 0.2 -0.1 0.1
N 0.565 -1.361 -0.993 -0.5 0.6 -0.2
C 1.773 -1.527 -0.273 0.3 0.2 0.3
C 2.661 -0.449 -0.200 0.1 0.0 0.0
C 2.340 0.849 -0.891 0.0 0.0 0.0
C 3.869 -0.617 0.463 0.0 -0.1 0.0
C 4.218 -1.833 1.041 0.0 0.0 0.0
C 5.538 -1.999 1.744 0.0 0.0 0.0
C 3.322 -2.889 0.947 0.0 0.1 0.0
C 2.100 -2.761 0.299 0.0 0.0 0.1
C 1.161 -3.930 0.202 0.0 0.0 0.0
H -0.931 1.408 -4.742 0.0 0.0 0.0
H -0.211 -0.200 -4.580 0.0 0.0 0.0
H -0.253 0.902 -3.196 0.0 0.0 0.0
H -2.759 0.819 -3.231 0.0 0.0 0.0
H -2.463 -1.288 -5.424 0.0 0.0 0.0
H -3.011 0.370 -5.630 0.0 0.0 0.0
H -3.979 -0.745 -4.677 0.0 0.0 0.0
H -4.317 -1.406 -2.106 0.0 0.0 0.0
H -2.671 -3.493 -0.587 0.0 0.0 0.0
H -4.436 -3.416 -0.565 0.0 0.0 0.0
H -3.482 -2.089 0.101 0.0 0.1 0.0
H -3.082 -4.047 -3.060 0.0 0.0 0.0
H -3.816 -2.870 -4.155 0.0 0.0 0.0
H -4.800 -3.682 -2.940 0.0 0.0 0.0
H -1.610 -3.154 -4.596 0.0 0.0 0.0
H -0.587 -4.568 -6.195 0.0 0.0 0.0
H 0.940 -5.332 -5.759 0.0 0.0 0.0
H 0.940 -3.849 -6.706 0.0 0.0 0.0
H 2.603 -3.706 -4.362 0.0 0.0 0.0
H 2.675 -2.424 -2.294 0.0 0.0 0.0
H 2.153 0.691 -1.956 0.0 0.0 0.0
H 3.157 1.560 -0.783 0.0 0.0 0.0
H 1.449 1.333 -0.478 0.0 0.0 0.0
H 4.561 0.218 0.518 0.0 0.0 0.0
H 5.774 -1.124 2.353 0.0 0.0 0.0
H 6.351 -2.128 1.026 0.0 0.0 0.0
H 5.524 -2.873 2.395 0.0 0.0 0.0
H 3.567 -3.838 1.412 0.0 0.0 0.0
H 1.430 -4.693 0.931 0.0 0.0 0.0
H 1.196 -4.380 -0.795 0.0 0.0 0.0
H 0.132 -3.614 0.382 0.0 0.0 0.0
Te -1.239 -1.528 2.110 0.1 -0.1 -0.1
C 0.636 -1.890 3.016 0.0 0.1 0.0
C 1.539 -0.843 3.205 -0.1 0.0 0.0
C 2.721 -1.044 3.898 0.1 0.0 0.0
C 3.016 -2.294 4.426 0.1 0.0 0.0
C 2.124 -3.340 4.248 0.0 0.0 0.0
C 0.942 -3.141 3.545 0.0 0.0 0.0
H 1.305 0.141 2.811 0.0 0.0 0.0
H 3.414 -0.222 4.029 0.0 0.0 0.0
H 3.938 -2.451 4.973 0.0 0.0 0.0
H 2.346 -4.317 4.662 0.0 0.0 0.0
H 0.249 -3.962 3.412 0.0 0.0 0.0
```
Positions in Å, forces in eV/Å.

ORCA calculation (ωB97M-V/def2-TZVPD) on a molecular structure, C46H51AsN5O2STi at a distorted geometry.

- spin multiplicity = 2
- <S²> = 0.7920
- calculated total energy (eV) = -154866.1988
- orbital gap (spin up / spin down) (eV) = 4.44 / 5.56
- relative energy (zero: lowest compared OMol25 entry of this formula, charge and spin) (kcal per mole) = 23.59

Geometry as XYZ:
```
107
Properties=species:S:1:pos:R:3:forces:R:3
Ti 1.305 0.519 -0.151 1.2 -1.2 1.8
C 2.696 2.161 -7.032 0.0 0.1 0.1
C 2.349 1.569 -5.691 0.0 -0.1 -0.4
C 1.791 0.319 -5.581 0.0 0.0 0.2
C 1.495 -0.271 -4.335 0.3 0.4 0.2
C 0.818 -1.510 -4.325 -0.1 -0.5 0.3
N 0.528 -2.210 -3.270 0.2 0.7 -0.1
C -0.505 -3.222 -3.195 -0.4 -0.3 -0.1
C -1.908 -2.588 -3.165 0.2 0.2 0.1
C -1.967 -1.326 -2.285 0.0 0.0 0.1
N -2.112 -0.141 -3.114 0.3 -0.1 -0.1
C -2.717 1.020 -2.736 -0.1 0.2 -0.1
C -2.717 1.595 -1.447 0.1 0.0 0.1
C -3.810 2.404 -1.062 0.2 -0.3 -0.1
C -3.898 3.016 0.179 0.1 0.1 0.3
C -5.136 3.760 0.608 0.1 -0.1 0.0
C -2.823 2.905 1.040 -0.1 0.1 -0.1
C -1.650 2.206 0.678 0.0 -0.3 -0.4
C -0.510 2.347 1.524 0.1 -0.1 0.0
N 0.639 1.759 1.428 -0.3 0.6 0.0
C 1.702 2.304 2.263 0.2 0.0 0.1
C 2.761 3.003 1.381 -0.2 -0.1 -0.1
C 2.186 3.504 0.053 0.2 0.3 0.4
N 2.014 2.424 -0.920 0.2 0.3 -0.3
C 2.405 2.657 -2.111 0.0 0.4 0.3
C 2.255 1.795 -3.260 0.0 -0.2 -0.4
C 2.561 2.294 -4.516 -0.1 -0.1 0.4
C 1.787 0.452 -3.120 -0.1 -0.2 -0.2
O 1.643 -0.077 -1.975 0.3 -0.3 -1.7
C -1.567 1.502 -0.561 -0.3 0.4 0.2
O -0.492 0.915 -0.937 -1.1 0.3 -0.4
H 2.545 1.435 -7.829 0.0 0.0 0.0
H 3.738 2.481 -7.056 0.0 0.0 0.0
H 2.078 3.036 -7.245 0.0 0.0 0.0
H 1.557 -0.240 -6.482 0.0 0.0 0.0
H 0.490 -1.931 -5.275 -0.1 0.1 0.0
H 0.884 -1.878 -2.359 -0.1 -0.1 0.2
H -0.339 -3.767 -2.268 0.1 0.0 0.0
H -0.421 -3.913 -4.037 0.1 0.0 0.0
H -2.613 -3.340 -2.808 0.0 0.0 0.0
H -2.208 -2.328 -4.185 0.0 -0.1 0.0
H -1.071 -1.264 -1.666 0.0 0.1 0.1
H -2.817 -1.365 -1.596 0.0 0.0 0.0
H -1.958 -0.272 -4.098 -0.2 0.0 0.0
H -3.292 1.515 -3.514 -0.1 0.0 0.0
H -4.631 2.498 -1.766 0.0 0.0 0.0
H -5.877 3.787 -0.190 0.0 0.0 0.0
H -4.901 4.786 0.896 0.0 0.0 0.0
H -5.584 3.267 1.474 -0.1 0.0 0.0
H -2.860 3.386 2.013 0.0 0.0 0.0
H -0.642 3.079 2.327 0.1 -0.1 0.1
H 2.168 1.496 2.829 0.0 0.0 0.0
H 1.284 3.030 2.971 0.0 -0.1 0.0
H 3.547 2.292 1.141 0.1 0.1 0.1
H 3.197 3.839 1.931 0.0 0.0 0.0
H 2.839 4.283 -0.356 0.0 -0.1 -0.1
H 1.207 3.962 0.226 0.0 0.0 -0.1
H 2.869 3.625 -2.325 0.0 0.0 0.0
H 2.960 3.301 -4.596 0.0 0.0 0.1
S 1.011 -2.126 -0.066 0.1 -0.6 -0.1
C -0.082 -3.272 0.701 -0.3 0.3 -0.1
C 0.132 -4.642 0.511 0.0 0.0 0.0
C -0.694 -5.576 1.113 0.0 0.0 0.0
C -1.749 -5.158 1.914 -0.1 -0.1 0.0
C -1.973 -3.803 2.104 -0.1 0.1 0.1
C -1.150 -2.852 1.515 0.3 0.0 -0.3
As -1.328 -0.910 1.642 -0.6 -0.4 0.6
C -3.133 -0.865 2.449 0.0 0.1 -0.1
C -4.172 -0.472 1.609 0.2 0.1 -0.1
C -5.484 -0.435 2.060 -0.1 0.0 0.0
C -5.775 -0.794 3.368 0.0 0.0 0.0
C -4.749 -1.187 4.216 0.0 0.0 0.0
C -3.439 -1.220 3.761 0.1 0.0 0.0
C -0.301 -0.665 3.290 0.1 0.0 0.2
C 0.861 -1.396 3.522 -0.1 -0.1 0.0
C 1.617 -1.178 4.666 0.0 0.0 0.1
C 1.237 -0.210 5.585 0.0 0.0 0.0
C 0.097 0.545 5.348 0.0 0.0 0.1
C -0.667 0.312 4.215 0.0 0.1 -0.2
H 0.968 -4.953 -0.105 0.0 0.0 0.0
H -0.522 -6.634 0.954 0.0 0.0 0.0
H -2.394 -5.885 2.392 0.0 0.0 0.0
H -2.807 -3.486 2.718 0.0 0.0 0.0
H -3.943 -0.177 0.589 0.0 0.0 0.0
H -6.278 -0.122 1.392 0.0 0.0 0.0
H -6.795 -0.761 3.729 0.0 0.0 0.0
H -4.971 -1.471 5.238 0.0 0.0 0.0
H -2.646 -1.526 4.434 0.0 0.0 0.0
H 1.173 -2.153 2.812 0.0 0.0 0.0
H 2.505 -1.771 4.848 0.0 0.0 0.0
H 1.818 -0.051 6.485 0.0 0.0 0.0
H -0.206 1.307 6.056 0.0 0.0 0.0
H -1.574 0.886 4.052 0.0 0.0 0.0
C 4.594 -0.205 2.164 -0.1 0.0 -0.2
C 4.164 -0.375 0.695 0.6 -0.1 0.2
C 5.104 0.437 -0.228 -0.3 0.0 0.1
C 4.324 -1.863 0.324 -0.2 0.2 0.1
N 2.823 0.085 0.506 -0.3 0.3 -0.4
H 5.540 -0.719 2.349 0.0 0.1 0.0
H 3.828 -0.635 2.810 0.0 0.0 0.0
H 4.711 0.850 2.423 0.0 0.0 0.0
H 6.073 -0.054 -0.329 0.0 0.1 0.0
H 5.262 1.445 0.161 0.0 0.0 0.0
H 4.639 0.518 -1.213 0.1 0.0 -0.1
H 5.382 -2.134 0.331 0.0 0.0 0.0
H 3.908 -2.045 -0.666 0.0 -0.1 0.0
H 3.792 -2.490 1.037 -0.1 -0.1 -0.1
```
Positions in Å, forces in eV/Å.